Entry 1:
The following is a quantum chemistry calculation of a molecular structure, C27H56ClNP2Ti, from OMol25.

Geometry as XYZ:
```
88
C27H56ClNP2Ti | OMol25 | ωB97M-V/def2-TZVPD
H -4.10668 1.39615 -1.24956
C 4.48211 -3.07000 1.08235
C -1.92952 0.80355 2.20252
H 0.45193 4.21020 -0.78486
H 0.74447 -1.15283 -5.27413
H -2.91683 2.70923 -1.27638
C 0.04296 0.69191 -4.36695
H 2.46656 -3.78765 -1.17456
H -2.93369 1.58652 -3.53504
H 4.16063 -3.32811 2.10143
H -5.11036 1.60180 1.60132
H -2.31359 -0.99772 -1.93667
P 2.71559 -1.00929 1.23874
H -1.33456 1.96089 -5.50596
N -3.28027 1.25748 2.44421
H 3.73635 -1.98284 -0.63892
H 1.59333 -3.62298 2.49933
H -3.29270 -3.62612 2.25685
C -2.56522 -1.59935 2.31108
C 0.51759 -0.77517 -4.26633
H -0.79299 -2.41076 -1.04124
H -2.64110 2.64921 3.83991
C 4.05639 0.23385 1.44258
H -4.17571 0.31928 0.77701
H -1.39233 0.88371 3.16456
H 2.00563 0.55580 3.71482
H 1.23154 -3.09671 -0.13142
H 0.92368 -0.61269 4.50680
H -3.90509 -0.60900 -2.64914
H 0.60131 1.20295 0.74016
C -4.42989 0.75272 1.74918
H 0.93729 1.32782 -4.50094
H 1.42585 -0.84747 -3.65320
C -2.67704 -2.87714 1.75009
H 4.31841 0.18958 3.60158
C -1.02111 -0.95956 0.56842
H 2.30683 -4.36621 0.50489
C 4.87153 -0.08686 2.69535
H -2.50689 1.14692 -0.50453
P -0.66630 1.29544 -2.77177
H -1.41864 1.52620 1.52363
C 1.08837 -2.69536 2.79486
H -0.24757 -1.42697 -3.81276
C -0.94858 0.93152 -5.50501
H -3.07422 -1.35451 3.25030
H 5.34267 -2.39666 1.14040
H 0.89904 -1.23641 -1.28527
C -1.82733 -0.60094 1.65526
H 0.49459 0.05577 2.92887
H 4.80854 -3.99261 0.58963
H -0.42616 0.76560 -6.45535
H -3.78418 1.43677 4.47379
C -1.23255 -2.20228 -0.06292
H 2.92444 -1.78454 3.49062
C -0.17446 3.07180 -2.51554
C -2.03917 -3.16159 0.55748
C -2.82178 -0.46061 -2.75986
H 4.38801 2.32817 1.83930
C 2.03972 -1.50106 2.89850
Cl 2.36697 0.85895 -1.59559
H 0.61770 -2.85375 3.77341
Ti 0.92605 -0.18089 -0.03190
C -0.81182 3.91540 -3.61513
C -2.52012 1.04093 -2.67186
H -0.63011 4.97594 -3.40533
H -1.30481 4.24513 -1.03466
H 5.15545 -1.14125 2.76716
H -1.90237 3.76003 -3.65627
H 0.27136 -2.50803 2.07920
H -0.50412 2.79146 -0.34193
C 3.33810 -2.44877 0.28013
C 3.57309 1.69890 1.45372
C -3.53294 2.06016 3.60126
H 4.67807 0.08994 0.54183
H -4.96861 0.00347 2.34971
H -2.52140 -0.90661 -3.71846
H 3.32188 2.04963 0.44589
H -2.15178 -4.14524 0.08222
C 1.33951 -0.29814 3.54179
C 2.26792 -3.47626 -0.13785
H -4.38482 2.71546 3.39995
H 2.68880 1.85275 2.09006
C -3.03654 1.61918 -1.35199
H 0.91808 3.00233 -2.65810
C -0.41434 3.60096 -1.08556
H -1.78828 0.22464 -5.44898
H 5.79460 0.50498 2.66631
H -0.37437 3.68987 -4.59660
```

Orbital gap (spin up / spin down), eV: 5.219 / 6.083
Multiplicity: 2
Net charge: -1
M, g/mol: 540.02
E_LUMO (spin up / spin down), eV: 2.6957 / 2.6952
HOMO energy (spin up / spin down), Ha: -0.0927 / -0.1245

Per-atom Mulliken charges, elementary charge units: 0.70, -1.65, -0.91, 0.36, 0.49, 0.14, 0.66, 0.36, 0.86, 0.30, 0.37, 0.14, 0.61, 0.30, 0.41, 0.57, 0.27, 0.30, -0.63, -1.15, 0.62, 0.33, 0.94, 0.20, 1.01, 0.32, 0.24, 0.52, 0.50, 0.28, -1.02, 0.50, 0.15, -1.04, 0.27, 1.80, 0.40, -1.71, 0.22, -0.46, -0.18, -1.80, 0.11, -1.58, 0.48, 0.31, 0.24, 1.16, -0.04, 0.48, 0.50, 0.29, -0.64, 0.91, 0.62, -1.38, -1.47, 0.48, 0.49, -0.53, 0.52, -3.10, -1.59, 0.57, 0.49, 0.40, 0.36, 0.26, 0.49, -0.09, 0.53, -1.19, -1.12, 0.48, 0.34, 0.32, 0.22, 0.31, -1.42, -1.52, 0.35, 0.10, -1.89, 0.47, -1.29, 0.22, 0.49, 0.30

Entry 2:
The following is a quantum chemistry calculation of a molecular structure, C27H56N12S5Y, from OMol25.

Geometry as XYZ:
```
101
C27H56N12S5Y | OMol25 | ωB97M-V/def2-TZVPD
N 1.87814 0.13254 -0.77223
C -1.57800 4.65544 -3.43223
H 0.11715 -5.52863 2.04191
H 2.93428 -1.08481 1.66631
C -2.78393 -6.25430 -3.55593
H -0.57480 -4.90616 3.54469
H -3.10415 2.54979 -3.44440
C -0.46920 -2.34334 1.75558
N 0.21302 -3.45475 2.20569
H -2.58903 -1.64124 4.04230
H -0.04244 0.67167 -2.64786
H 2.43559 2.34648 6.09454
H 0.47940 -1.08239 -1.75569
H -3.65384 -2.39260 1.51463
H 0.11578 0.63764 4.94955
C 1.38834 -1.20784 -1.16595
N 2.08722 0.77430 2.03401
H -1.43936 4.47899 -4.50048
N -0.63319 4.43229 -0.78397
N -2.57835 -2.21750 -4.89945
H -2.38148 -4.05462 -2.25877
C -0.46123 -4.70913 2.47398
H 4.35284 1.73294 4.89293
C -0.62153 3.34253 -1.58000
C 0.50614 4.81672 0.02879
C 0.62714 1.49930 -2.38844
C -2.41280 -2.53275 -3.59276
H 4.24686 3.96453 1.96586
H 2.60605 1.83707 -1.73458
H 1.56424 -3.66561 3.78384
H 1.60549 -0.15922 5.52768
C -2.87504 -4.54478 -5.42778
H 1.38437 4.26336 -0.29781
H -1.16161 -2.67210 4.19811
S -2.29442 3.46547 2.58661
C 1.09044 -2.10592 0.01673
H 2.13522 -1.69728 -1.80724
H -2.58974 5.03956 -3.27943
C 1.55390 -3.33547 2.74037
H -3.49670 -1.81452 -7.25443
H -0.86046 5.40574 -3.11088
C 4.60043 2.41549 4.08494
C 1.11985 0.31738 4.67119
H 0.74190 -3.07101 -0.36564
H 5.61120 2.18627 3.73929
C 2.53645 1.49111 3.06420
N -1.71911 -2.17717 2.23748
H 0.85077 2.81107 5.42489
H 4.91693 2.47370 1.28360
H -3.59545 -6.32971 -2.83056
H -1.63080 1.89949 -4.19148
S -2.62900 1.45676 0.08212
C -2.06026 -2.49399 3.61287
C 3.12511 -0.04553 1.39992
H 3.19739 2.86516 1.05531
H -1.95734 -2.57908 -7.62681
C 4.03144 2.91517 1.75170
C -2.94873 -2.75250 -7.20294
H 0.68665 5.88593 -0.10858
S -3.39096 1.87639 1.97323
C -1.83643 5.22886 -0.58801
H -2.08543 1.44833 -2.53963
C 1.98207 0.97878 -1.98358
H -2.52607 -1.60828 0.39004
H -3.06277 -5.30330 -6.17154
H -1.44686 -4.70311 2.01487
S -0.38398 2.65442 2.79803
N 3.67572 2.23584 2.98068
H -1.85031 -6.50787 -3.05155
H -1.76088 6.20392 -1.07609
H 4.59479 3.43850 4.46902
H -1.98161 5.36990 0.48194
H 2.27768 -3.93900 2.18516
H 2.02577 -2.32493 0.53431
N -1.34837 3.40781 -2.72741
N -2.48628 -3.86366 -3.24569
H 3.79922 -0.74170 -0.52301
H 3.71803 1.00252 -0.36550
H 2.32135 3.46479 4.71346
C -2.79659 -3.17201 -5.77468
H -2.71396 -3.36781 3.67863
H -2.69993 4.68757 -0.96532
C -2.06839 2.26055 -3.25688
C -2.82499 -1.68307 1.43114
S -2.16126 -1.39333 -2.39820
H -3.44797 -3.51262 -7.80019
H -3.16311 -0.71103 1.78261
H 0.33217 4.61206 1.08588
H 1.04268 -0.38902 3.84903
H 1.86437 -2.29414 2.71612
N 0.07181 -1.50891 0.89261
H -2.95860 -6.97816 -4.34711
H 2.47491 0.42620 -2.79434
H 0.72669 2.09688 -3.29934
N 0.13304 2.29676 -1.26421
C 3.19848 0.08111 -0.11230
C 1.88839 2.58538 5.17939
H 4.12035 0.17110 1.80174
C -2.71717 -4.87470 -4.11804
N 1.89768 1.46964 4.24759
Y -0.03098 0.96943 0.74186
```

ΔE to the lowest compared entry with this formula, charge and spin, eV: 0.716
Orbital gap, eV: 6.993
Multiplicity: 1
Net charge: +1
M, g/mol: 798.07
E_LUMO, eV: -1.8951
HOMO energy, Ha: -0.3266

These are the Mulliken partial charges, in e, on atoms 1 to 99: 1.67, -1.23, 0.38, 0.19, -1.40, 0.35, 0.36, -1.04, 0.65, 0.36, 0.20, 0.35, -0.27, 0.36, 0.38, -1.54, 1.71, 0.39, 0.39, -0.48, 0.10, -1.17, 0.35, -0.03, -1.16, -0.43, -0.28, 0.45, 0.40, 0.42, 0.38, -0.83, 0.25, 0.35, -0.06, -0.61, 0.41, 0.37, -0.90, 0.36, 0.36, -1.21, -1.06, 0.67, 0.38, -0.74, 0.68, 0.42, 0.30, 0.35, 0.33, -0.23, -1.23, -0.81, -0.09, 0.27, -0.80, -1.25, 0.41, -0.12, -1.23, -0.14, -1.85, 0.25, 0.35, 0.32, -0.25, 0.33, 0.35, 0.34, 0.37, 0.35, 0.22, 0.13, 0.46, 0.05, 0.16, 0.67, 0.38, 0.98, 0.34, 0.35, -0.84, -0.68, -0.16, 0.36, -0.16, 0.23, 0.17, -0.05, 1.66, 0.35, 0.30, 0.64, 0.90, -1.75, -1.27, 0.69, 0.91